Below is C36H100N8O10 as an isolated structure at a distorted geometry, with properties calculated with ωB97M-V/def2-TZVPD.

Geometry as XYZ:
```
154
Properties=species:S:1:pos:R:3
C 0.78746 1.85381 4.36590
C 1.25947 3.16591 4.93548
O 1.82103 2.93300 6.20677
H -0.16231 1.55880 4.81686
H 1.49431 1.05971 4.61712
H 0.70021 1.82020 3.27919
H 0.43825 3.89392 4.93646
H 2.03651 3.59985 4.29052
H 2.30944 3.70284 6.50685
C -0.81733 0.88000 0.39557
C -0.61526 -0.61551 0.13478
O 0.11889 -0.82749 -1.06267
H -1.38852 1.44623 -0.34166
H 0.14819 1.39784 0.39954
H -1.20678 1.13167 1.38444
H -1.51611 -1.23650 0.13841
H -0.08575 -1.02501 0.99887
H -0.36317 -0.41849 -1.80098
C 2.74867 3.93880 2.22442
C 2.39605 2.81092 1.24768
C 1.71065 1.57018 1.82749
O 2.60047 0.82285 2.60477
C 2.84221 1.12009 3.94376
N 1.64944 3.39450 0.10501
H 1.79013 4.24506 2.66165
H 3.21544 4.82809 1.80351
H 3.42622 3.66422 3.03518
H 3.33619 2.45291 0.81457
H 1.47280 0.95124 0.95419
H 0.75320 1.70793 2.35590
H 2.71654 0.25261 4.59500
H 2.16910 1.91700 4.28781
H 3.84080 1.53361 4.11956
H 1.73468 2.66243 -0.60635
H 0.72472 3.49955 0.51739
C -3.91483 -7.93468 2.91173
C -2.98464 -7.20218 1.94027
C -3.00557 -5.69911 2.03760
O -2.41283 -5.23300 0.81461
C -2.14511 -3.85730 0.80747
N -1.61189 -7.71359 2.18278
H -3.54922 -8.96148 2.88489
H -4.93511 -7.97855 2.52931
H -3.82087 -7.56713 3.93312
H -3.32173 -7.45141 0.93363
H -2.47302 -5.28189 2.89916
H -4.02266 -5.28655 1.96469
H -1.45332 -3.61416 1.61967
H -3.00191 -3.18282 0.93473
H -1.69093 -3.56002 -0.13640
H -1.10558 -7.47315 1.33313
H -1.12285 -7.17096 2.88801
C 4.75405 3.70552 -2.83226
C 3.28721 3.70873 -3.22037
C 2.64703 2.33292 -3.28592
O 2.76517 1.71222 -1.99561
C 2.33905 0.37442 -1.94246
N 2.61919 4.77117 -2.45995
H 5.20955 4.64948 -3.11323
H 5.23567 2.90526 -3.41424
H 4.97090 3.35976 -1.82165
H 3.19967 4.06634 -4.25848
H 3.14010 1.69488 -4.02658
H 1.59719 2.44445 -3.57708
H 2.58775 -0.32017 -2.75549
H 1.25283 0.26996 -1.83463
H 2.83526 -0.06098 -1.07144
H 1.68968 4.99032 -2.82316
H 2.32940 4.28598 -1.60162
C -0.94665 6.87501 -2.13625
C -1.13134 5.45361 -2.65721
C -2.61505 5.15193 -2.78191
O -2.93717 3.76876 -2.88916
C -4.32453 3.51363 -2.80299
N -0.35493 5.38723 -3.90785
H 0.08236 7.05267 -1.83000
H -1.57622 7.12209 -1.27536
H -1.24571 7.63234 -2.86708
H -0.68454 4.79222 -1.90777
H -3.06280 5.80201 -3.54601
H -3.13143 5.49185 -1.87391
H -4.64611 2.92804 -3.66982
H -4.95763 4.40277 -2.81607
H -4.59313 2.90206 -1.94016
H -0.75273 6.10451 -4.51149
H -0.60146 4.50733 -4.37517
C 1.67635 -5.57839 4.76299
C 0.70423 -4.97251 3.75773
C 0.77374 -3.44509 3.70440
O 2.11566 -3.00683 3.42554
C 2.16331 -1.58789 3.29360
N 1.04717 -5.54503 2.45092
H 1.53320 -5.15682 5.76090
H 2.71890 -5.40922 4.49677
H 1.48806 -6.64989 4.81764
H -0.31885 -5.28969 3.97990
H 0.46869 -3.14723 4.71691
H 0.13383 -2.99328 2.94698
H 3.10822 -1.31709 3.76734
H 1.31925 -1.05573 3.73082
H 2.26843 -1.22668 2.26344
H 0.69282 -5.01915 1.65215
H 2.04589 -5.41614 2.30369
C -2.35685 -0.16410 -4.35623
C -1.18599 0.78945 -4.41977
C -1.38441 1.92706 -5.41889
O -0.29261 2.83716 -5.34027
C 0.47264 2.84971 -6.53207
N -0.72825 1.30917 -3.12166
H -2.59645 -0.56268 -5.34647
H -3.23669 0.42744 -4.08209
H -2.23187 -1.06222 -3.75483
H -0.29427 0.21494 -4.70878
H -2.29525 2.50285 -5.21476
H -1.59646 1.52108 -6.41320
H 1.32095 3.52276 -6.39619
H -0.11486 3.22260 -7.37472
H 0.90467 1.87586 -6.77950
H -1.51749 1.76653 -2.67038
H -0.05975 2.05387 -3.27884
C -5.34300 -2.07239 -0.04313
C -5.66373 -0.61989 0.34751
C -4.43038 0.02673 0.95062
O -4.86876 1.24909 1.51058
C -3.86405 2.16429 1.85316
N -6.05449 0.10825 -0.84426
H -6.14479 -2.64564 -0.51257
H -5.02522 -2.64463 0.83339
H -4.53087 -2.16127 -0.77239
H -6.48411 -0.73634 1.06692
H -3.72766 0.18919 0.12391
H -3.96301 -0.57746 1.73558
H -3.27967 1.85583 2.72982
H -4.36139 3.04516 2.26576
H -3.21583 2.45621 1.02787
H -6.20218 1.05689 -0.48167
H -6.98612 -0.08475 -1.19723
C 2.74848 -3.30587 -2.00983
C 2.86243 -3.71483 -0.51643
C 4.02828 -3.06424 0.21080
O 5.24655 -3.37321 -0.41527
C 6.39473 -2.92542 0.27211
N 1.62384 -3.28168 0.14081
H 2.28009 -2.32065 -2.10271
H 2.06032 -3.90598 -2.61212
H 3.68947 -3.31240 -2.56032
H 2.88260 -4.80703 -0.53203
H 4.04473 -3.34165 1.27311
H 3.84713 -1.98023 0.16339
H 6.79231 -3.69944 0.93518
H 6.16127 -2.05917 0.89595
H 7.18683 -2.64655 -0.41970
H 1.87986 -2.88589 1.04167
H 1.17598 -2.50299 -0.33056
```

- Energy above the lowest of the compared OMol25 structures with the same formula, charge and spin: 225.5 kcal/mol
- LUMO energy: 0.37 eV
- Largest force on an atom: 7.39 eV/A
- Gap between HOMO and LUMO: 9.10 eV

=====

Below is a 10-piece molecular cluster, C36H100N8O10 overall at a distorted geometry, with properties calculated with ωB97M-V/def2-TZVPD.

Geometry as XYZ:
```
154
Properties=species:S:1:pos:R:3
C 4.11168 0.89024 -0.32398
O 4.00779 -0.38065 -0.93996
C 5.07827 -0.78923 -1.78871
C 5.23850 -2.30377 -1.69889
C 5.95325 -2.79214 -0.48116
N 5.65186 -2.74906 -3.03250
H 5.16128 1.10420 -0.01181
H 3.39751 1.00122 0.52997
H 3.88899 1.66552 -1.07993
H 4.82529 -0.54430 -2.86475
H 6.09564 -0.31265 -1.64193
H 4.20483 -2.65668 -1.52446
H 7.02405 -2.45507 -0.48280
H 5.99575 -3.87264 -0.41160
H 5.52199 -2.39552 0.42109
H 6.50047 -2.29210 -3.32872
H 5.69894 -3.77412 -3.11373
C -2.28208 2.06480 2.24845
O -3.27772 2.83073 2.91614
C -3.47109 4.17608 2.42790
C -4.34530 4.91673 3.47731
C -5.69279 4.15630 3.74963
N -4.64304 6.27996 3.18307
H -2.25111 1.04735 2.65532
H -1.28239 2.47311 2.49471
H -2.44521 2.17041 1.18124
H -2.54732 4.74972 2.28191
H -3.99472 4.13820 1.47452
H -3.76661 4.89504 4.38067
H -5.48925 3.14463 4.08969
H -6.18886 4.14019 2.78903
H -6.29842 4.68940 4.49325
H -3.85122 6.91468 3.33504
H -5.07660 6.45933 2.30498
C -2.25224 -3.29713 -3.10185
O -0.94806 -3.43410 -3.67319
C -0.04945 -2.38207 -3.31203
C 1.16520 -2.61103 -4.29338
C 2.34750 -1.71826 -3.90768
N 0.72889 -2.16562 -5.62146
H -2.23098 -3.18592 -2.02203
H -2.72097 -4.24546 -3.40923
H -2.80431 -2.39365 -3.50714
H -0.45728 -1.39939 -3.59738
H 0.20104 -2.42733 -2.24808
H 1.45521 -3.70726 -4.25580
H 2.07884 -0.68341 -4.08740
H 3.26006 -1.85960 -4.45774
H 2.58878 -1.93658 -2.87285
H 1.53372 -2.25376 -6.22699
H -0.00662 -2.79422 -6.01563
C 0.38507 -5.35628 -1.05078
O 1.15705 -5.06073 0.12735
C 1.30308 -3.68653 0.41524
C 2.53228 -3.47859 1.29225
C 2.43006 -4.08777 2.73257
N 2.68126 -2.01159 1.39649
H -0.65361 -5.04269 -1.10828
H 0.33908 -6.42703 -1.08626
H 0.77194 -5.01876 -2.03597
H 1.45419 -3.06457 -0.49595
H 0.43520 -3.29631 0.99020
H 3.36699 -3.95567 0.75153
H 2.56634 -5.20648 2.74488
H 1.48155 -3.85381 3.23414
H 3.24525 -3.66454 3.33064
H 3.16083 -1.67798 0.59271
H 3.29092 -1.82416 2.20092
C 1.07455 3.71790 0.91903
O 1.10182 3.97844 -0.44313
C 1.90653 5.13945 -0.82975
C 1.91194 5.28601 -2.36881
C 2.32852 4.10550 -3.18801
N 2.84792 6.42357 -2.59681
H 0.32354 2.93297 1.11498
H 0.78584 4.59192 1.51981
H 2.01970 3.24727 1.28187
H 1.48029 6.05509 -0.35684
H 2.92971 5.04081 -0.48180
H 0.93038 5.70427 -2.64484
H 1.57945 3.27046 -3.11163
H 3.29607 3.68590 -2.89759
H 2.31670 4.38987 -4.24207
H 3.68289 6.04807 -2.20872
H 2.98693 6.60806 -3.54668
C -5.78610 2.89127 -0.28570
O -6.00713 1.71908 -1.01807
C -4.86996 0.85727 -0.97432
C -5.19068 -0.45917 -1.62614
C -5.62462 -0.30249 -3.07378
N -6.28111 -1.22708 -0.92160
H -4.78672 3.33077 -0.40521
H -5.82700 2.72121 0.79165
H -6.50530 3.68252 -0.61341
H -4.07990 1.43239 -1.49919
H -4.57082 0.72768 0.07876
H -4.27954 -1.06165 -1.49511
H -4.86539 0.23694 -3.62457
H -6.54214 0.23320 -3.11133
H -5.69490 -1.30790 -3.45974
H -6.96153 -0.48859 -0.78439
H -5.98461 -1.38204 0.00126
C 5.52354 -2.71684 4.90903
O 4.75634 -1.82718 4.15959
C 3.98601 -0.89983 4.95549
C 3.27897 0.16866 4.14235
C 4.26309 1.01086 3.36474
N 2.63852 1.03836 5.10064
H 4.96030 -3.61804 5.29865
H 6.00361 -2.21425 5.73702
H 6.34312 -3.10107 4.29190
H 3.20510 -1.49501 5.45835
H 4.65038 -0.43540 5.69671
H 2.49152 -0.35171 3.58053
H 3.79611 1.92082 2.94888
H 4.76006 0.41116 2.54746
H 5.04623 1.41271 4.02192
H 1.63314 0.88830 5.24912
H 3.03813 0.96658 6.05776
C -1.49618 -1.66551 1.84132
O -2.16444 -2.58211 1.00447
C -2.46220 -3.83336 1.65343
C -3.34357 -4.71644 0.87425
C -4.71637 -4.05092 0.58283
N -3.62332 -5.93937 1.78079
H -1.39331 -0.78652 1.22710
H -0.43811 -1.93692 2.10131
H -2.18210 -1.45765 2.71009
H -1.49577 -4.29175 1.73090
H -2.91039 -3.55590 2.57048
H -2.91038 -4.81830 -0.15122
H -4.64232 -3.22141 -0.10306
H -5.20046 -3.81067 1.53259
H -5.24603 -4.83328 0.07086
H -4.32221 -6.49381 1.29834
H -2.77449 -6.47090 1.68797
C -1.50653 4.05757 -3.34729
C -1.78029 4.84756 -2.08712
O -3.02549 4.43043 -1.43738
H -1.30410 3.02777 -3.09469
H -0.62130 4.50255 -3.82631
H -2.38745 4.12453 -4.03782
H -1.90070 5.92320 -2.31097
H -0.95530 4.74136 -1.34389
H -3.77300 4.34593 -2.01742
C -0.07590 1.16567 -1.19179
C 0.48135 -0.06623 -0.55598
O 0.92332 0.27108 0.72490
H 0.70228 1.87169 -0.98270
H -0.93049 1.61202 -0.61221
H -0.22798 1.03809 -2.23383
H 1.30753 -0.37432 -1.28068
H -0.25991 -0.90323 -0.45521
H 1.34694 -0.51953 1.12890
```

- Energy above the lowest of the compared OMol25 structures with the same formula, charge and spin: 59.6 kcal/mol
- LUMO energy: 0.61 eV
- Largest force on an atom: 2.71 eV/A
- Gap between HOMO and LUMO: 9.50 eV

=====

Below is a 11-piece molecular cluster, C36H102N12O11 overall at a distorted geometry, with properties calculated with ωB97M-V/def2-TZVPD.

Geometry as XYZ:
```
161
Properties=species:S:1:pos:R:3
C 2.98598 1.66306 5.18732
O 2.41314 2.79465 4.59334
C 1.14827 2.36217 4.03947
C 0.56175 3.39118 2.96872
C -0.06683 4.64288 3.70234
N -0.46075 2.60672 2.33345
H 2.33665 1.34394 6.00257
H 3.99930 1.99287 5.41649
H 3.14375 0.80439 4.53472
H 1.33434 1.42024 3.52348
H 0.45493 1.91436 4.75140
H 1.35770 3.69674 2.28961
H 0.73830 5.27461 4.07755
H -0.69199 4.46429 4.57721
H -0.53483 5.30015 2.96948
H -1.12605 2.34116 3.04546
H -0.06264 1.68695 2.20841
C 6.57890 4.02107 -3.74859
O 5.90611 2.80940 -3.69921
C 6.49714 1.77703 -2.88899
C 5.48145 0.64088 -2.50250
C 4.16304 1.15943 -1.86867
N 6.12825 -0.31171 -1.63470
H 7.53734 3.89560 -4.25232
H 6.79483 4.51823 -2.80290
H 5.93442 4.69263 -4.31583
H 7.34413 1.30494 -3.38683
H 6.96852 2.22527 -2.01435
H 5.26485 0.10622 -3.42733
H 3.47149 1.58574 -2.59540
H 4.39850 2.10541 -1.38105
H 3.73619 0.36778 -1.25290
H 6.72315 0.20239 -1.00075
H 5.49014 -0.73726 -0.97756
C -3.51183 -5.23246 -5.42256
O -2.25863 -5.71719 -4.97526
C -1.83256 -5.20477 -3.63841
C -1.19243 -3.78714 -3.62903
C 0.01810 -3.80072 -4.49683
N -0.72907 -3.22328 -2.42441
H -4.33333 -5.65345 -4.84290
H -3.75826 -5.44638 -6.46257
H -3.60226 -4.15608 -5.27648
H -2.71251 -5.21596 -2.99524
H -1.23733 -5.98394 -3.16227
H -1.84258 -3.10820 -4.18079
H -0.25511 -4.13361 -5.49814
H 0.82686 -4.45092 -4.16331
H 0.29609 -2.75189 -4.60072
H -1.47550 -3.23904 -1.74419
H -0.04627 -3.89481 -2.10358
C 3.21118 7.02537 -0.21911
O 2.76687 5.64798 -0.49455
C 1.39457 5.54294 -0.35928
C 0.71753 4.17154 -0.47359
C 0.73647 3.66203 -1.88746
N -0.65479 4.24345 -0.00044
H 3.10574 7.40156 0.79847
H 2.74291 7.56444 -1.04264
H 4.26737 7.24494 -0.37516
H 1.04927 6.11056 0.50483
H 0.92952 5.99167 -1.23705
H 1.33712 3.39650 -0.02247
H 0.15217 4.22150 -2.61801
H 0.47819 2.60319 -1.90336
H 1.77407 3.66591 -2.22132
H -0.58920 3.39128 0.53771
H -0.61848 4.95073 0.71965
C -3.32196 0.88890 0.44047
O -4.43124 0.01814 0.56434
C -5.54695 0.13640 -0.28296
C -6.22302 1.52605 -0.29336
C -6.77834 1.88720 1.08914
N -7.30556 1.63012 -1.16030
H -3.09031 1.36131 1.39507
H -3.54715 1.61353 -0.34203
H -2.42707 0.34749 0.13365
H -5.26604 -0.12841 -1.30230
H -6.33577 -0.53167 0.06279
H -5.55299 2.32877 -0.60127
H -6.05643 2.00603 1.89712
H -7.64274 1.26361 1.31727
H -7.30068 2.84374 1.07256
H -7.81337 2.47848 -0.95413
H -6.88575 1.77199 -2.06790
C 5.61810 -4.20779 3.63708
O 5.49354 -2.80550 3.98346
C 4.47649 -2.09760 3.23247
C 5.08628 -1.19561 2.18037
C 4.16215 -0.33240 1.30030
N 5.87046 -2.04608 1.24550
H 5.77485 -4.33729 2.56621
H 4.70333 -4.69663 3.97223
H 6.30974 -4.84337 4.19005
H 3.78604 -2.79104 2.75235
H 3.82827 -1.48494 3.85902
H 5.66610 -0.52146 2.81079
H 3.50328 -0.98806 0.73101
H 4.89226 0.13638 0.64055
H 3.63449 0.49916 1.76739
H 6.55211 -2.49964 1.83688
H 6.31817 -1.26651 0.78513
C -1.98319 0.27188 -3.04031
O -1.54952 1.47079 -3.53609
C -1.69994 1.57654 -5.00250
C -3.18156 1.60478 -5.44756
C -3.24342 1.91554 -6.95482
N -3.88154 2.71104 -4.74967
H -3.04523 0.22930 -2.79873
H -1.52877 0.04868 -2.07502
H -1.84628 -0.50457 -3.79295
H -1.17829 2.48523 -5.30296
H -1.16866 0.71953 -5.41648
H -3.77940 0.70306 -5.31496
H -2.84140 1.09398 -7.54772
H -2.60452 2.77623 -7.15260
H -4.25153 2.11886 -7.31602
H -3.85365 2.65832 -3.74143
H -3.37972 3.52213 -5.08195
C -3.33284 -3.02731 1.23671
O -3.13589 -4.25481 0.44275
C -1.85465 -4.77829 0.71993
C -1.57700 -6.23080 0.08441
C -2.35565 -7.43954 0.70281
N -0.11929 -6.63714 0.29096
H -2.64166 -2.23590 0.94680
H -3.19498 -3.14359 2.31169
H -4.36591 -2.69038 1.15097
H -1.15469 -4.06324 0.28767
H -1.67083 -4.82745 1.79319
H -1.79438 -6.03668 -0.96590
H -3.44374 -7.43481 0.76704
H -1.96553 -7.62055 1.70438
H -2.00290 -8.30449 0.14110
H 0.51340 -5.87032 0.11265
H 0.03079 -6.79780 1.27674
N -3.45561 -0.31575 3.68892
C -3.37621 0.89018 4.18852
N -4.42566 1.63576 3.99885
O -2.38784 1.28426 4.72191
H -2.52540 -0.70774 3.65482
H -4.26102 -0.56448 3.13255
H -5.32526 1.28155 3.70671
H -4.41848 2.63609 4.13815
N -0.25673 -0.46643 6.07735
C 0.14949 -1.55459 5.45676
N 1.01599 -2.23047 6.12042
O -0.22665 -1.82148 4.35132
H 0.09959 -0.45998 7.02239
H -1.09227 -0.03859 5.70460
H 1.33243 -3.04238 5.60976
H 1.27905 -1.97363 7.06113
C 0.92452 0.15788 0.16722
C 0.56900 -1.08402 0.98708
O -0.19165 -0.51319 2.06169
H 1.55966 -0.10531 -0.67861
H 1.48557 0.94484 0.67121
H 0.05462 0.68881 -0.21940
H 1.47395 -1.56684 1.35592
H -0.06078 -1.81316 0.47733
H -0.11193 -1.13233 2.79101
```

- LUMO energy: 0.24 eV
- Largest force on an atom: 4.81 eV/A
- Gap between HOMO and LUMO: 8.87 eV